The following is a quantum chemistry calculation of a molecular structure, C5H8BFGdNO5 in a non-equilibrium geometry, from OMol25.

CARTESIAN COORDINATES (ANGSTROEM)
C -1.19572 -2.47101 -0.33310
O -2.06277 -1.33974 -0.59192
B -1.43444 -0.11983 -0.40621
O -0.95301 0.56224 -1.55858
N -1.32949 0.47339 0.87597
C 0.04066 0.92908 1.15195
C 1.18855 -0.12418 0.97859
C 2.01602 0.03619 -0.30517
O 1.61334 0.02122 -1.41586
F 3.33017 0.16125 -0.14664
C 0.33233 2.30656 0.45549
O 0.35208 2.50646 -0.74338
O 0.52485 3.35525 1.22593
H -0.14882 -2.20786 -0.59473
H -1.20404 -2.64873 0.76649
H -1.53732 -3.40148 -0.80299
H -0.44287 0.00484 -2.16905
H -1.62558 -0.20847 1.57299
H 0.05510 1.18065 2.23465
H 0.86107 -1.17532 1.04755
H 1.89066 0.00985 1.82618
Gd -0.27076 2.14962 -3.06814

Results
Kohn-Sham gap (alpha / beta): 8.9 / 6.7 eV
LUMO (alpha / beta): -8.41 / -10.60 eV
multiplicity: 8
net charge: +2